# 1
Below is C25H33O2STb as an isolated structure at a distorted geometry, with properties calculated with ωB97M-V/def2-TZVPD.

Each line ends with the Löwdin spin population.
Cartesian coordinates (Å):
O1 2.81795 -3.69636 -2.56373  0.0000
C1 2.04614 -4.87791 -2.99832  0.0000
C2 3.29216 -5.66698 -3.39074  0.0000
H1 1.38636 -4.61830 -3.83905  0.0000
H2 1.46905 -5.29711 -2.16470  0.0000
C3 4.04396 -4.36835 -2.99300  0.0000
H3 3.38302 -5.91135 -4.45063  0.0000
H4 3.53424 -6.51027 -2.74401  0.0000
C4 4.66024 -3.71007 -4.21808  0.0000
H5 3.92296 -3.68765 -5.03197  0.0000
H6 5.52087 -4.30356 -4.55852  0.0000
H7 5.01280 -2.69548 -3.98907  0.0000
C5 5.05720 -4.54787 -1.87173  0.0000
H8 4.60506 -5.05289 -1.00819  0.0000
H9 5.47903 -3.57940 -1.56678  0.0000
H10 5.88767 -5.17070 -2.23894  0.0000
Tb1 -0.94750 1.45733 1.00452  6.1603
C6 -0.84685 1.86869 3.58984  -0.0122
C7 -2.14528 1.32250 3.39991  -0.0125
C8 -2.00161 -0.02425 2.93700  -0.0091
H11 -3.08253 1.81354 3.64420  -0.0001
C9 -0.59938 -0.30660 2.83449  -0.0129
C10 0.11483 0.86621 3.24094  -0.0132
H12 1.20086 0.94898 3.33132  0.0002
H13 -0.63225 2.85235 4.00251  0.0000
H14 -2.81364 -0.73138 2.76765  0.0002
H15 -0.15326 -1.27399 2.59709  0.0000
C11 -0.46464 4.05544 1.09657  -0.0110
C12 0.72067 3.39103 1.53593  -0.0125
C13 1.23868 2.62465 0.45131  -0.0124
H16 1.19670 3.51286 2.50899  -0.0002
C14 0.38534 2.83345 -0.68095  -0.0116
C15 -0.66415 3.72348 -0.27952  -0.0132
H17 -1.43866 4.13114 -0.92386  -0.0001
H18 -1.06152 4.76023 1.67414  0.0000
H19 2.17459 2.06224 0.45192  0.0002
H20 0.55099 2.44550 -1.68741  0.0003
O2 -0.11107 -0.29172 -0.26700  -0.0161
C16 1.27195 -0.80146 -0.33130  -0.0005
C17 1.15120 -2.22868 -0.81956  -0.0002
H21 1.71584 -0.71691 0.67041  0.0002
H22 1.82697 -0.16319 -1.03459  0.0000
C18 -0.18279 -2.31206 -1.56923  -0.0001
H23 1.13986 -2.92444 0.02951  0.0000
H24 1.99491 -2.48147 -1.45676  -0.0001
C19 -1.05234 -1.26300 -0.90802  -0.0018
H25 -0.61658 -3.30993 -1.50213  0.0000
H26 -0.01653 -2.07224 -2.62332  0.0000
H27 -1.65548 -1.68752 -0.09898  -0.0002
H28 -1.69113 -0.70251 -1.59673  -0.0003
S1 -3.63698 2.04058 0.28455  -0.0165
C20 -4.25221 3.32785 1.21497  -0.0005
C21 -4.00433 4.67035 0.83630  -0.0014
C22 -4.44000 5.72034 1.64321  0.0001
C23 -5.16682 5.46117 2.81193  -0.0017
C24 -5.49793 4.14048 3.14918  0.0002
C25 -5.06040 3.08219 2.35319  -0.0014
H29 -3.46184 4.85607 -0.08530  0.0000
H30 -4.20741 6.74607 1.35090  0.0000
H31 -5.48174 6.28658 3.45770  -0.0001
H32 -6.09807 3.93179 4.03319  0.0001
H33 -5.31717 2.05251 2.58878  0.0000

Computed properties:
* ΔE to the lowest compared entry with this formula, charge and spin: 0.0 kcal/mol
* calculated total energy: -63825.157 eV
* E_HOMO (spin up / spin down): -6.9057 / -6.8498 eV
* frontier orbital gap (spin up / spin down): 7.1 / 7.1 eV
* spin multiplicity: 7
* LUMO (spin up / spin down): 0.20 / 0.20 eV
* charge: 0


# 2
Below is one molecule with the formula C4H8O3, with properties calculated with ωB97M-V/def2-TZVPD.

Each line ends with the natural charge from an NBO analysis.
Cartesian coordinates (Å):
C1 -1.24973 0.72901 -1.23815  -0.6789
C2 -0.82121 -0.19997 -0.16322  0.2015
O1 0.96291 -0.78222 -0.96543  -0.7440
C3 -0.17939 0.22938 1.01414  -0.0901
O2 -0.21869 -0.63093 2.08823  -0.7155
C4 1.41147 -0.01717 0.26483  0.4856
O3 2.11356 -0.66495 1.06127  -0.7136
H1 -1.21450 0.25725 -2.22183  0.2454
H2 -2.28881 1.00653 -1.02018  0.2504
H3 -0.64735 1.64238 -1.24588  0.2314
H4 -1.20512 -1.21643 -0.17991  0.2231
H5 1.14955 -1.70286 -0.71277  0.4904
H6 -0.24309 1.29722 1.24752  0.1917
H7 0.72077 -0.92093 2.18900  0.4978
H8 1.70962 0.97370 -0.11762  0.1248

Computed properties:
* ΔE to the lowest compared entry with this formula, charge and spin: 87.0 kcal/mol
* calculated total energy: -10417.229 eV
* E_HOMO: -9.0152 eV
* frontier orbital gap: 8.9 eV
* LUMO: -0.11 eV
* charge: 0


# 3
Below is a 2-piece molecular cluster, C11H17N4 overall at a distorted geometry, with properties calculated with ωB97M-V/def2-TZVPD.

Each line ends with the natural charge from an NBO analysis.
Cartesian coordinates (Å):
C1 -2.33363 -0.73459 -1.40011  -0.4126
C2 -2.14346 0.15194 0.92851  0.3846
N1 -2.89584 -0.10469 -0.18997  -0.6577
N2 -0.96587 -0.43584 1.27720  -0.8822
N3 -2.82747 0.90567 1.98631  -0.8574
H1 -3.76729 0.39206 -0.51192  0.4032
H2 -0.41794 -0.79731 0.43981  0.3919
H3 -0.31711 -0.33744 1.99368  0.4065
H4 -3.08939 1.83345 1.54784  0.3568
H5 -2.22334 0.98575 2.84010  0.3722
H6 -2.26602 -0.06822 -2.15247  0.1789
H7 -2.95113 -1.61877 -1.59071  0.2017
H8 -1.22910 -0.99032 -1.33939  0.2024
C3 0.80905 -1.63775 -2.23230  -0.6780
C4 2.06528 0.06910 0.83518  0.2273
C5 1.17607 0.10146 -0.38672  -0.1467
C6 1.60259 -1.10640 -1.12767  -0.0557
C7 2.54049 -1.81514 -0.33605  -0.0470
C8 2.09361 1.19190 1.61381  -0.3155
C9 1.17695 2.25227 1.35603  -0.2233
C10 0.46066 1.17581 -0.66996  -0.2177
C11 0.40965 2.34106 0.15254  -0.2312
N4 2.87120 -1.01605 0.81220  -0.5536
H9 3.41937 -1.39276 1.55014  0.4102
H10 2.50756 1.31630 2.58961  0.2128
H11 3.26113 -2.46536 -0.56059  0.1991
H12 1.39789 3.15214 1.98392  0.2088
H13 -0.21877 1.06089 -1.50365  0.2074
H14 0.08466 -1.09422 -2.87910  0.2311
H15 0.30432 -2.62940 -2.03193  0.2280
H16 -0.09687 3.29698 -0.14251  0.2250
H17 1.56275 -1.98253 -2.85184  0.2306

Computed properties:
* ΔE to the lowest compared entry with this formula, charge and spin: 74.9 kcal/mol
* calculated total energy: -17637.908 eV
* E_HOMO (spin up / spin down): -3.3311 / -7.8348 eV
* frontier orbital gap (spin up / spin down): 4.1 / 8.6 eV
* spin multiplicity: 2
* LUMO (spin up / spin down): 0.81 / 0.77 eV
* charge: 0


# 4
Below is one molecule with the formula C22H25N3O5S at a distorted geometry, with properties calculated with ωB97M-V/def2-TZVPD.

Each line ends with the natural charge from an NBO analysis.
Cartesian coordinates (Å):
C1 5.23860 2.47468 0.44851  -0.2676
H1 5.79353 2.11552 1.32104  0.1709
O1 5.13199 1.47411 -0.54092  -0.5157
C2 4.40986 0.36074 -0.25747  0.3879
C3 3.84708 0.06588 0.98006  -0.3208
C4 3.10837 -1.09327 1.14348  -0.1867
C5 2.93440 -1.98738 0.09917  -0.0752
C6 3.50875 -1.69425 -1.13322  -0.1851
C7 4.23665 -0.53888 -1.31188  -0.2872
H2 4.68496 -0.30276 -2.26415  0.2236
H3 3.38208 -2.37804 -1.95972  0.2082
C8 2.08967 -3.22178 0.26805  -0.2445
N1 0.76661 -3.02110 -0.30310  -0.5955
C9 -0.26370 -2.61388 0.45042  0.6761
O2 -0.23147 -2.54306 1.66688  -0.6497
C10 -1.55256 -2.31749 -0.32699  -0.3046
N2 -1.76542 -0.88639 -0.42750  -0.7027
S1 -0.64710 -0.01572 -1.31798  2.3518
O3 -1.31008 0.95457 -2.13344  -0.9119
O4 0.20570 -0.96068 -1.98712  -0.9575
C11 0.32596 0.86601 -0.13566  -0.5333
C12 0.29045 0.99792 1.22964  0.4191
O5 1.24657 1.86461 1.58946  -0.2750
N3 1.91021 2.31116 0.49068  -0.1520
C13 1.38119 1.73122 -0.55003  0.2190
C14 1.82575 1.95755 -1.93969  -0.6696
H4 1.00692 2.38727 -2.51497  0.2458
H5 2.68570 2.62038 -1.95506  0.2398
H6 2.08253 1.00121 -2.39189  0.2484
C15 -0.54115 0.42356 2.30775  -0.7060
H7 -0.41367 -0.65887 2.35122  0.2922
H8 -0.23722 0.86071 3.25519  0.2388
H9 -1.59608 0.62449 2.13229  0.2430
C16 -3.04291 -0.32694 -0.26594  0.2221
C17 -4.21181 -1.06807 -0.40061  -0.2543
C18 -5.44543 -0.47057 -0.21028  -0.1994
C19 -5.55477 0.87691 0.09747  -0.0279
C20 -4.38272 1.61718 0.20657  -0.1866
C21 -3.14540 1.02969 0.03565  -0.2361
H10 -2.25211 1.62873 0.10506  0.2202
H11 -4.43992 2.67172 0.43375  0.2117
C22 -6.88841 1.53139 0.29073  -0.6251
H12 -7.68906 0.79675 0.27280  0.2147
H13 -6.91993 2.06077 1.24163  0.2191
H14 -7.06856 2.25858 -0.50030  0.2213
H15 -6.33869 -1.06906 -0.31734  0.2115
H16 -4.17323 -2.11272 -0.66752  0.2122
H17 -2.37197 -2.74156 0.25628  0.2463
H18 -1.51774 -2.78155 -1.31878  0.2099
H19 0.74181 -2.77576 -1.28524  0.4252
H20 2.54743 -4.07647 -0.23789  0.2049
H21 1.94895 -3.45346 1.32569  0.2359
H22 2.66210 -1.30503 2.10438  0.2190
H23 3.96515 0.73602 1.81602  0.2273
H24 5.79312 3.28758 -0.01769  0.1961
H25 4.24898 2.82782 0.75252  0.2085

Computed properties:
* ΔE to the lowest compared entry with this formula, charge and spin: 91.8 kcal/mol
* calculated total energy: -48761.648 eV
* E_HOMO: -8.3166 eV
* frontier orbital gap: 9.0 eV
* LUMO: 0.67 eV
* structure (SMILES): COc1ccc(CNC(=O)CN(c2ccc(C)cc2)S(=O)(=O)c2c(C)noc2C)cc1
* charge: 0


# 5
Below is C40H50Br2F4KO5PSSi2 as an isolated structure at a distorted geometry, with properties calculated with ωB97M-V/def2-TZVPD.

Each line ends with the Löwdin charge.
Cartesian coordinates (Å):
K1 -1.42458 -1.40686 -0.03122  0.5408
F1 -9.57419 -1.81126 -0.35360  0.0696
C1 -8.41614 -1.15234 -0.12461  -0.1643
C2 -8.43307 0.11135 0.43815  -0.1649
F2 -9.62649 0.67855 0.74258  0.0628
C3 -7.22957 0.74827 0.67250  -0.2586
F3 -7.33357 1.99374 1.25815  0.0132
C4 -6.00045 0.22734 0.36681  -0.1125
P1 -3.44188 1.52915 0.04189  0.9525
C5 -4.16677 2.28890 -1.45573  -0.4388
C6 -5.17024 3.25471 -1.46515  -0.0966
C7 -5.62976 3.78313 -2.66279  -0.0950
C8 -5.10321 3.35278 -3.87327  -0.1135
C9 -4.12851 2.36413 -3.87623  -0.0944
C10 -3.67211 1.83362 -2.67950  -0.1222
C11 -4.12838 2.38231 1.52163  -0.4443
C12 -4.49973 1.54470 2.57382  -0.1276
C13 -4.91510 2.06440 3.79026  -0.0871
C14 -4.98975 3.43887 3.96989  -0.1085
C15 -4.64456 4.28458 2.92613  -0.0972
C16 -4.21017 3.75917 1.71639  -0.1224
C17 -6.02654 -1.02669 -0.20546  -0.5939
Br1 -4.40128 -1.95112 -0.70398  0.8165
C18 -7.20039 -1.72746 -0.44360  -0.2861
F4 -7.22165 -2.96663 -0.98199  0.0316
H1 -5.62124 3.57184 -0.53432  0.0955
H2 -6.41482 4.53030 -2.64909  0.0947
H3 -5.46659 3.76552 -4.80668  0.0881
H4 -3.73224 1.99500 -4.81465  0.0969
H5 -2.93108 1.04186 -2.69159  0.0968
H6 -4.46828 0.47306 2.41616  0.0949
H7 -5.19581 1.39523 4.59446  0.0975
H8 -5.31310 3.84915 4.91919  0.0894
H9 -4.70976 5.35892 3.05312  0.0922
H10 -3.92185 4.43395 0.92329  0.0754
C19 -0.71766 3.11294 1.54216  -0.1912
Si1 -1.56307 2.89910 -0.14508  0.4522
C20 -0.32276 2.12558 -1.32503  -0.2187
C21 -1.86186 4.62375 -0.90739  -0.2040
H11 -0.41656 4.14936 1.70893  0.0190
H12 0.17653 2.48541 1.58797  0.0166
H13 -1.37519 2.82056 2.36340  0.0143
H14 0.51358 2.81712 -1.46881  0.0253
H15 -0.77284 1.94511 -2.30430  0.0187
H16 0.10597 1.18715 -0.96170  -0.0441
H17 -1.18332 5.36429 -0.47628  0.0189
H18 -2.88384 4.98481 -0.78821  0.0000
H19 -1.67432 4.57288 -1.98258  0.0238
Br2 -1.11396 -9.31613 -0.97822  0.6565
C22 -0.42114 -7.58476 -0.54752  -0.6825
C23 0.93392 -7.46078 -0.30245  -0.1569
C24 1.43124 -6.20036 0.00974  -0.0783
C25 0.58328 -5.10685 0.07905  -0.0142
C26 -0.77896 -5.25508 -0.17376  -0.1123
C27 -1.28735 -6.50724 -0.49586  -0.0707
C28 -1.66552 -4.01884 -0.11076  -0.7687
O1 -1.92801 -3.47649 -1.20972  -0.1919
O2 -1.97348 -3.60844 1.02764  -0.1131
H20 1.58391 -8.32308 -0.35756  0.0864
H21 2.49148 -6.07834 0.19701  0.0908
H22 0.97187 -4.12200 0.31886  0.0945
H23 -2.34156 -6.63408 -0.70251  0.1145
C29 3.98464 2.04104 2.96435  -0.0348
C30 4.17584 0.60580 2.48291  -0.6599
C31 5.58439 0.11626 2.82412  -0.0325
C32 3.13456 -0.30318 3.12933  -0.0531
O3 4.04008 0.65198 1.07150  -0.1796
Si2 3.59597 -0.53049 -0.01173  -0.1922
S1 1.61669 -0.98812 -0.05011  0.2739
O4 4.18019 0.01323 -1.46966  -0.1629
C33 4.79802 1.21734 -1.87871  -0.6590
C34 5.04760 1.06631 -3.37665  -0.0391
C35 6.12922 1.42042 -1.15143  -0.0269
C36 3.86044 2.39704 -1.62143  -0.0273
O5 4.58656 -1.80647 0.41219  -0.1711
C37 4.94452 -2.96694 -0.31917  -0.6591
C38 3.91601 -3.34289 -1.38386  -0.0521
C39 5.06126 -4.09261 0.70566  -0.0367
C40 6.29790 -2.70314 -0.98054  -0.0325
H24 4.11420 2.10555 4.04716  0.0795
H25 2.98250 2.38561 2.70430  0.0811
H26 4.71081 2.69670 2.47905  0.0796
H27 5.70749 0.02564 3.90627  0.0792
H28 6.33107 0.81557 2.44007  0.0781
H29 5.74708 -0.85622 2.35949  0.0719
H30 3.22194 -0.25033 4.21718  0.0821
H31 3.27725 -1.33697 2.81006  0.0758
H32 2.13098 -0.00521 2.82727  0.0668
H33 5.71080 0.21859 -3.56127  0.0777
H34 5.50837 1.96844 -3.78664  0.0777
H35 4.10257 0.88344 -3.88956  0.0863
H36 6.77755 0.55685 -1.31499  0.0790
H37 5.95023 1.52335 -0.08210  0.0676
H38 6.63431 2.31619 -1.52199  0.0796
H39 2.91421 2.22647 -2.13780  0.0814
H40 4.30449 3.33058 -1.97538  0.0813
H41 3.65410 2.47545 -0.55371  0.0767
H42 2.93432 -3.49394 -0.93645  0.0442
H43 4.23033 -4.25964 -1.88845  0.0855
H44 3.82015 -2.54392 -2.12101  0.0786
H45 4.10874 -4.20007 1.22740  0.0832
H46 5.83151 -3.85266 1.44200  0.0781
H47 5.31426 -5.03952 0.22262  0.0787
H48 6.19527 -1.87452 -1.68295  0.0681
H49 6.64621 -3.58735 -1.52078  0.0793
H50 7.03792 -2.43146 -0.22464  0.0823

Computed properties:
* ΔE to the lowest compared entry with this formula, charge and spin: 7.0 kcal/mol
* calculated total energy: -255697.512 eV
* E_HOMO: -2.5672 eV
* frontier orbital gap: 6.3 eV
* LUMO: 3.70 eV
* charge: -2